C3H6O3 | ωB97M-V/def2-TZVPD

total charge	0
SMILES	O=CCO.C=O
max |F|	0.6	eV Å⁻¹
frontier orbital gap	0.390	Eh
E_LUMO	0.6	eV
energy relative to the best compared isomer or geometry (same formula, charge and spin)	53.1	kcal/mol
DFT total energy	-9349.013	eV

Each line ends with the natural charge from an NBO analysis.
Cartesian coordinates (Å):
O (-0.859, -0.859, -1.036)  -0.53
C (0.285, -0.906, -0.644)  0.42
C (0.737, -0.589, 0.766)  -0.19
O (1.814, -1.422, 1.138)  -0.70
H (1.114, -1.192, -1.325)  0.11
H (1.104, 0.445, 0.774)  0.22
H (-0.121, -0.636, 1.449)  0.20
H (1.457, -2.296, 1.338)  0.47
C (-1.388, 1.860, -0.620)  0.29
O (-0.887, 2.034, 0.464)  -0.53
H (-2.386, 1.404, -0.748)  0.12
H (-0.872, 2.155, -1.557)  0.11